No. 1
Formula: C3H31O13S
Source: OMol25
Level of theory: ωB97M-V/def2-TZVPD

```
! RIJCOSX wB97M-V def2-TZVPD def2/J DEFGRID3
* xyz -1 1
C 0.314 -0.806 -0.282
O 0.047 -0.189 0.859
C 1.727 -1.338 -0.237
C 2.739 -0.639 -1.054
S 2.458 -0.636 -2.844
H 0.092 -0.160 -1.167
H -0.452 -1.719 -0.396
H 2.009 -1.581 0.751
H 1.620 -2.369 -0.685
H 3.618 -1.284 -0.887
H 2.903 0.280 -0.648
H 2.124 0.714 -2.993
H -3.856 -2.731 -0.932
H -2.813 -2.816 -2.108
O -3.527 -3.235 -1.597
H -2.178 -0.145 -4.561
H -1.631 -0.715 -3.412
O -1.468 -0.751 -4.397
H -0.269 -4.614 1.532
H -0.731 -3.360 0.763
O 0.036 -3.846 0.996
H -2.771 1.626 -0.144
H -1.362 1.726 -0.518
O -2.209 1.947 -0.873
H -2.689 0.072 -1.973
H -1.595 -0.378 -1.119
O -2.150 -0.731 -1.854
H 2.451 1.754 1.132
H 2.692 2.846 2.361
O 3.004 2.502 1.458
H 0.681 2.304 -1.357
H 1.806 3.188 -1.984
O 1.267 2.387 -2.188
H -1.061 4.053 2.138
H -0.657 2.586 2.023
O -0.889 3.282 2.706
H 1.645 0.309 3.024
H 0.393 1.090 2.962
O 1.340 1.149 2.802
H 0.400 -0.909 2.435
H 1.104 -2.185 2.732
O 0.701 -1.462 3.162
H 0.973 2.444 0.909
H 0.376 1.148 0.695
O 0.220 2.184 0.458
H -2.746 -0.827 1.761
H -1.327 -0.185 1.226
O -2.355 0.021 1.325
*
```

Computed properties:
LUMO = 2.59 eV
relative energy (zero: lowest compared OMol25 entry of this formula, charge and spin) = 1.783 eV
HOMO = -5.8191 eV
Kohn-Sham gap = 8.4 eV

Results of the natural (NBO) charge analysis, in e, for atoms 1 through 8: number 1, C, carries -0.0427; number 2, O, carries -0.9033; number 3, C, carries -0.4435; number 4, C, carries -0.5056; number 5, S, carries -0.1097; number 6, H, carries 0.1488; number 7, H, carries 0.1088; number 8, H, carries 0.2074

No. 2
Formula: C2H9N2O
Source: OMol25
Level of theory: ωB97M-V/def2-TZVPD

```
! RIJCOSX wB97M-V def2-TZVPD def2/J DEFGRID3
* xyz 1 1
N -1.871 -0.513 -0.432
H -0.945 -0.305 0.085
H -2.454 -1.097 0.164
H -2.278 0.411 -0.589
H -1.648 -0.957 -1.324
C 0.525 1.370 0.899
N 0.721 0.017 0.690
C 1.419 -0.469 -0.500
O 0.249 2.124 0.011
H 0.528 1.711 1.941
H 0.947 -0.498 1.533
H 1.013 0.025 -1.381
H 1.308 -1.546 -0.603
H 2.487 -0.274 -0.492
*
```

Computed properties:
LUMO = -3.89 eV
relative energy (zero: lowest compared OMol25 entry of this formula, charge and spin) = 1.239 eV
HOMO = -14.4161 eV
Kohn-Sham gap = 10.5 eV

Results of the natural (NBO) charge analysis, in e, for atoms 1 through 8: number 1, N, carries -0.8968; number 2, H, carries 0.4646; number 3, H, carries 0.4501; number 4, H, carries 0.4578; number 5, H, carries 0.4509; number 6, C, carries 0.5213; number 7, N, carries -0.6855; number 8, C, carries -0.4440

No. 3
Formula: C6H6O
Source: OMol25
Level of theory: ωB97M-V/def2-TZVPD

```
! RIJCOSX wB97M-V def2-TZVPD def2/J DEFGRID3
* xyz 0 1
C 2.440 -1.120 0.561
C 1.512 -0.285 1.007
C 0.290 0.140 0.475
C -0.467 1.319 0.398
C -1.827 1.006 -0.098
O -1.757 -0.417 -0.436
C -0.592 -0.825 -0.072
H 3.231 -1.494 1.214
H -0.151 2.314 0.678
H -2.636 1.076 0.644
H -2.159 1.508 -1.014
H -0.359 -1.869 -0.268
H 2.496 -1.508 -0.462
*
```

Computed properties:
LUMO (alpha / beta) = -0.48 / 0.17 eV
relative energy (zero: lowest compared OMol25 entry of this formula, charge and spin) = 4.838 eV
HOMO (alpha / beta) = -6.5546 / -7.8163 eV
Kohn-Sham gap (alpha / beta) = 6.1 / 8.0 eV

Results of the natural (NBO) charge analysis, in e, for atoms 1 through 8: number 1, C, carries -0.5083; number 2, C, carries 0.0840; number 3, C, carries -0.2769; number 4, C, carries -0.2761; number 5, C, carries -0.1044; number 6, O, carries -0.4253; number 7, C, carries 0.2882; number 8, H, carries 0.2066

No. 4
Formula: C2H7NO4P
Source: OMol25
Level of theory: ωB97M-V/def2-TZVPD

```
! RIJCOSX wB97M-V def2-TZVPD def2/J DEFGRID3
* xyz 1 1
C 0.564 -1.557 0.652
C -0.387 -1.311 -0.494
N 1.590 -0.915 1.016
O -1.766 1.088 0.497
O 0.789 1.433 0.663
O -0.620 2.329 -1.328
O -0.110 -0.046 -1.163
P -0.382 1.245 -0.257
H 0.340 -2.609 1.112
H -1.460 -1.144 -0.187
H -0.364 -2.033 -1.306
H 2.225 -1.337 1.695
H -2.273 1.851 0.168
H 1.753 0.050 0.469
H 0.102 2.954 -1.537
*
```

Computed properties:
LUMO = -4.69 eV
relative energy (zero: lowest compared OMol25 entry of this formula, charge and spin) = 0.000 eV
HOMO = -15.2309 eV
SMILES = [NH2+]=CCOP(=O)(O)O
Kohn-Sham gap = 10.5 eV

Results of the natural (NBO) charge analysis, in e, for atoms 1 through 8: number 1, C, carries 0.2555; number 2, C, carries -0.1898; number 3, N, carries -0.5902; number 4, O, carries -0.9617; number 5, O, carries -1.1083; number 6, O, carries -0.9953; number 7, O, carries -0.7847; number 8, P, carries 2.5353

Number 1: maximum force 0.098 Eh/bohr. Number 2: maximum force 0.026 Eh/bohr. Number 3: maximum force 0.052 Eh/bohr. Number 4: maximum force 0.084 Eh/bohr.